Density functional theory data (ωB97M-V/def2-TZVPD) for a structure of composition C22H14F3N2O5S3 at a distorted geometry.

Last column: Löwdin charge in e.
Atoms and positions in Å:
C (2.842, -2.219, -1.727)  -0.083
C (3.348, -1.422, -0.700)  -0.090
C (3.024, -0.073, -0.644)  -0.081
C (2.021, 0.422, -1.459)  -0.279
S (1.470, 2.135, -1.115)  0.777
C (-1.030, 1.458, 0.362)  -0.643
C (-1.507, 1.313, -1.130)  -0.238
C (-1.678, -0.018, -1.558)  -0.031
C (-2.678, -0.348, -2.472)  -0.004
C (-3.438, 0.670, -3.054)  -0.243
C (-4.347, 0.359, -4.114)  -0.190
N (-5.079, 0.122, -4.993)  0.133
C (-3.213, 2.003, -2.683)  -0.017
C (-2.241, 2.328, -1.737)  -0.053
O (2.546, 2.848, -0.469)  -0.373
O (0.956, 2.605, -2.389)  -0.374
C (1.465, -0.369, -2.462)  -0.091
C (1.908, -1.684, -2.624)  -0.083
H (3.168, -3.258, -1.805)  0.105
H (4.008, -1.836, 0.061)  0.111
H (3.511, 0.577, 0.078)  0.105
H (-0.537, 0.473, 0.395)  0.084
H (-1.045, -0.807, -1.124)  0.104
H (-2.845, -1.397, -2.740)  0.127
H (-3.814, 2.792, -3.136)  0.118
H (-2.034, 3.354, -1.442)  0.125
H (0.681, 0.034, -3.103)  0.106
H (1.502, -2.315, -3.424)  0.106
F (0.635, -1.881, 5.521)  0.097
C (1.768, -1.509, 4.893)  -0.355
F (2.187, -0.352, 5.439)  0.102
F (2.718, -2.450, 5.035)  0.114
S (-2.394, 1.650, 1.268)  1.069
N (1.921, -1.533, 1.754)  -0.069
C (1.901, -0.275, 2.297)  -0.561
O (2.935, 0.378, 2.530)  0.012
C (0.480, 0.259, 2.365)  -0.097
C (-0.442, -0.740, 1.974)  -0.198
C (-1.856, -0.919, 1.797)  -0.142
C (-2.802, 0.011, 1.521)  -0.352
C (-0.081, 2.312, 1.187)  -0.162
C (0.421, 1.689, 2.299)  -0.032
S (0.481, -2.198, 1.470)  0.602
O (0.225, -2.398, 0.056)  -0.301
O (0.189, -3.315, 2.335)  -0.311
H (-2.269, -1.928, 1.861)  0.120
H (-3.885, -0.190, 1.499)  0.082
H (-0.011, 3.384, 1.007)  0.116
H (0.914, 2.257, 3.097)  0.137

Results
HOMO level	-3.99	eV
net charge	-1
energy relative to the best compared isomer or geometry (same formula, charge and spin)	435.1	kJ/mol
orbital gap	2.530	eV
E_LUMO	-1.46	eV
total energy	-76908.72429	eV

***

Density functional theory data (ωB97M-V/def2-TZVPD) for the molecule C18H20BFO2 at a distorted geometry.

Last column: Löwdin charge in e.
Atoms and positions in Å:
C (-2.167, -3.134, 1.073)  -0.013
C (-1.488, -2.309, 2.189)  -0.451
C (-2.377, -2.399, 3.449)  -0.014
O (-1.387, -0.971, 1.707)  0.114
B (-0.068, -0.991, 1.167)  -0.485
C (0.341, 0.107, 0.090)  -0.080
C (1.428, 0.108, -0.729)  -0.051
C (1.611, 1.123, -1.624)  -0.021
C (0.678, 2.158, -1.812)  -0.180
C (0.873, 3.220, -2.843)  -0.187
C (0.049, 3.283, -3.974)  -0.027
C (0.179, 4.266, -4.906)  -0.008
C (1.272, 5.138, -4.825)  -0.250
F (1.455, 6.129, -5.750)  0.042
C (2.136, 5.061, -3.763)  -0.009
C (1.916, 4.121, -2.765)  -0.022
C (-0.402, 2.176, -0.955)  -0.018
C (-0.548, 1.174, -0.018)  -0.025
O (0.836, -1.950, 1.603)  0.145
C (0.038, -2.758, 2.473)  -0.477
C (0.352, -4.200, 2.157)  -0.012
C (0.453, -2.458, 3.915)  -0.012
H (-3.154, -2.721, 0.774)  0.106
H (-1.561, -3.187, 0.156)  0.101
H (-2.345, -4.112, 1.419)  0.066
H (-2.088, -1.687, 4.211)  0.079
H (-2.289, -3.414, 3.872)  0.093
H (-3.464, -2.234, 3.252)  0.101
H (2.195, -0.645, -0.570)  0.122
H (2.540, 1.132, -2.181)  0.116
H (-0.785, 2.599, -4.007)  0.121
H (-0.424, 4.325, -5.778)  0.110
H (2.964, 5.698, -3.667)  0.103
H (2.611, 4.101, -1.932)  0.123
H (-1.123, 2.958, -1.105)  0.117
H (-1.404, 1.181, 0.631)  0.109
H (-0.130, -4.821, 2.925)  0.100
H (1.439, -4.340, 2.231)  0.099
H (0.072, -4.491, 1.146)  0.085
H (1.516, -2.770, 4.045)  0.106
H (-0.148, -3.069, 4.589)  0.083
H (0.398, -1.398, 4.130)  0.097

Results
HOMO level	-8.90	eV
net charge	0
energy relative to the best compared isomer or geometry (same formula, charge and spin)	12.4	kJ/mol
orbital gap	9.514	eV
E_LUMO	0.61	eV
total energy	-26482.22508	eV

***

Density functional theory data (ωB97M-V/def2-TZVPD) for the molecule C2H3N3 at a distorted geometry.

Last column: Löwdin charge in e.
Atoms and positions in Å:
C (1.386, -0.045, -0.008)  -0.109
N (0.002, -0.367, -0.088)  -0.101
N (-0.769, 0.555, 0.113)  0.062
C (-2.371, 0.037, -0.005)  -0.186
N (-3.485, -0.184, -0.039)  0.078
H (1.814, -0.659, 0.787)  0.088
H (1.576, 1.017, 0.186)  0.082
H (1.847, -0.354, -0.946)  0.086

Results
HOMO level	-10.59	eV
net charge	0
energy relative to the best compared isomer or geometry (same formula, charge and spin)	283.2	kJ/mol
orbital gap	10.453	eV
E_LUMO	-0.14	eV
total energy	-6589.64020	eV

***

Density functional theory data (ωB97M-V/def2-TZVPD) for the molecule C6H10O.

Last column: Löwdin charge in e.
Atoms and positions in Å:
O (1.965, -1.154, 2.061)  0.041
C (2.456, -0.746, 1.035)  -0.260
C (1.616, -0.210, -0.110)  -0.153
C (0.335, 0.475, 0.397)  -0.185
C (-0.773, 0.601, -0.627)  -0.318
C (-1.703, -0.561, -0.839)  -0.128
C (-2.188, 0.671, -0.126)  -0.129
H (3.564, -0.759, 0.908)  0.120
H (2.231, 0.462, -0.726)  0.113
H (1.342, -1.075, -0.738)  0.128
H (0.588, 1.471, 0.782)  0.123
H (-0.052, -0.093, 1.253)  0.113
H (-0.544, 1.202, -1.506)  0.135
H (-2.082, -0.758, -1.838)  0.096
H (-1.526, -1.454, -0.244)  0.104
H (-2.900, 1.319, -0.632)  0.097
H (-2.328, 0.609, 0.950)  0.101

Results
HOMO level	-9.81	eV
net charge	0
energy relative to the best compared isomer or geometry (same formula, charge and spin)	72.9	kJ/mol
orbital gap	10.878	eV
E_LUMO	1.07	eV
total energy	-8430.48509	eV